#one
A 2-piece molecular cluster, C2H7N4O overall. Source: the Open Molecules 2025 dataset; level of theory: ωB97M-V/def2-TZVPD.

LUMO (hartree): -0.1887
Charge: +1
M (g mol⁻¹): 103.10
HOMO level (eV): -14.91
Orbital gap (eV): 9.78

Geometry (Å):
C 0.74 -0.23 -2.34
C -0.63 1.36 0.71
N 0.21 -0.93 0.40
N -0.86 -1.36 -0.04
N 0.42 0.31 0.78
N 0.93 0.95 -2.39
O 0.75 -1.39 -2.36
H -1.49 1.02 0.19
H -0.79 1.62 1.68
H -0.16 2.18 0.19
H 1.03 -1.57 0.51
H 1.16 0.39 1.40
H -0.90 -2.39 -0.20
H 1.21 1.51 -3.19

Atom charges from the natural (NBO) analysis, given in e for atoms 1 to 2:
1 C 0.85
2 C -0.43


#two
An isolated ion of composition C2H7N4O and charge +1. Source: the Open Molecules 2025 dataset; level of theory: ωB97M-V/def2-TZVPD.

LUMO (hartree): -0.1352
Charge: +1
M (g mol⁻¹): 103.10
SMILES: NC1=C(O)N[NH2+]N1
HOMO level (eV): -12.32
Orbital gap (eV): 8.64

Geometry (Å):
N -0.29 -0.15 2.18
C -0.02 0.03 0.71
C -0.47 -0.76 -0.27
O -1.39 -1.73 -0.16
N 0.07 -0.26 -1.53
N 0.78 0.99 -1.23
N 0.76 1.14 0.25
H -0.96 -0.92 2.22
H 0.58 -0.14 2.70
H -1.05 -2.61 -0.39
H -0.67 -0.23 -2.21
H 0.55 1.94 -1.59
H 1.66 0.70 -1.56
H 0.46 1.98 0.89

Atom charges from the natural (NBO) analysis, given in e for atoms 1 to 2:
1 N -0.82
2 C 0.22


Energetically preferred structure: #one | next structure: +31.5 kcal/mol


#one
A 4-piece molecular cluster, C4H16O4 overall. Source: the Open Molecules 2025 dataset; level of theory: ωB97M-V/def2-TZVPD.

LUMO (hartree): 0.0238
M (g mol⁻¹): 128.17
SMILES: CO.CO.CO.CO
HOMO level (eV): -10.26
Orbital gap (eV): 10.90

Geometry (Å):
C -3.22 4.57 2.20
O -2.66 4.62 3.50
H -2.46 4.40 1.43
H -3.98 3.86 1.88
H -3.58 5.54 1.86
H -3.29 5.08 4.05
C 6.71 -1.35 -2.95
O 6.19 -0.55 -3.95
H 7.46 -2.06 -3.29
H 7.08 -0.74 -2.12
H 5.86 -1.80 -2.44
H 6.13 -1.11 -4.72
C -0.52 -0.80 -2.70
O -1.84 -0.35 -2.41
H -0.33 -0.48 -3.72
H 0.15 -0.29 -2.00
H -0.34 -1.87 -2.74
H -2.11 -0.68 -1.54
C -2.17 -2.74 3.44
O -3.08 -2.44 2.35
H -2.61 -3.64 3.86
H -1.17 -2.78 3.01
H -2.30 -1.96 4.19
H -3.93 -2.40 2.79

Atom charges from the natural (NBO) analysis, given in e for atoms 1 to 2:
1 C -0.27
2 O -0.71


#two
A 4-piece molecular cluster, C4H16O4 overall. Source: the Open Molecules 2025 dataset; level of theory: ωB97M-V/def2-TZVPD.

LUMO (hartree): 0.0170
M (g mol⁻¹): 128.17
SMILES: CCO.CCO.O.O
HOMO level (eV): -9.35
Orbital gap (eV): 9.81

Geometry (Å):
C 22.61 1.87 0.92
C 22.94 3.34 0.80
O 22.03 4.02 -0.08
H 23.45 1.40 1.42
H 22.47 1.39 -0.05
H 21.68 1.75 1.48
H 23.89 3.38 0.28
H 22.98 3.86 1.76
H 22.43 4.88 -0.24
C 20.70 6.56 4.47
C 20.56 5.55 3.41
O 19.45 4.71 3.81
H 20.78 6.03 5.42
H 19.77 7.10 4.65
H 21.54 7.24 4.35
H 21.49 4.98 3.33
H 20.38 5.98 2.43
H 19.22 4.11 3.10
O 17.58 3.63 -0.39
H 16.90 2.99 -0.18
H 17.20 4.17 -1.08
O 19.62 3.50 1.44
H 20.51 3.57 1.09
H 19.07 3.41 0.66

Atom charges from the natural (NBO) analysis, given in e for atoms 1 to 2:
1 C -0.64
2 C -0.07


Energetically preferred structure: #two | next structure: +54.0 kcal/mol